No. 1
Entry from the OMol25 dataset: an isolated molecule of C32H44N4O4 (ωB97M-V/def2-TZVPD).

Geometry as XYZ:
```
84
Properties=species:S:1:pos:R:3:forces:R:3
C 0.0221 7.9457 -2.6552 0.06 0.00 0.03
C -0.1628 6.7770 -1.7354 -0.07 0.02 -0.02
C 0.9128 5.9504 -1.4266 -0.12 -0.01 0.05
C 0.7604 4.8770 -0.5739 -0.07 -0.03 0.04
C -0.4818 4.6024 -0.0050 -0.12 0.30 -0.20
N -0.5721 3.5029 0.8571 0.40 0.00 -0.08
C -1.6606 2.9877 1.4816 0.38 -0.46 0.36
O -2.7951 3.4068 1.4105 -0.32 0.14 0.00
C -1.2617 1.7715 2.3021 -0.16 -0.07 0.17
C -0.7184 0.6244 1.4421 0.26 -0.22 0.18
C 0.7229 0.2189 1.6900 -0.73 0.32 -0.13
O 1.6577 0.9925 1.7241 0.39 0.32 0.07
N 0.7500 -1.1164 1.8726 -0.15 -0.50 0.03
C 1.9448 -1.8731 2.2011 0.49 0.18 0.04
C 3.1114 -1.5891 1.2565 -0.08 -0.12 -0.25
C 2.8802 -2.1548 -0.1575 -0.07 0.02 0.24
N 3.6665 -1.5515 -1.2089 0.11 0.00 -0.01
C 5.0985 -1.6280 -1.0091 0.12 -0.14 -0.26
C 5.8116 -1.3019 -2.3190 0.06 0.14 0.23
C 5.3971 0.0824 -2.8065 -0.10 -0.09 -0.04
C 3.8729 0.1966 -2.8999 -0.03 0.04 0.00
C 3.2964 -0.6632 -4.0213 0.08 0.18 0.13
C 3.2586 -0.2044 -1.5551 -0.01 0.15 -0.18
C -0.5554 -1.7562 1.8694 -0.05 0.24 -0.06
C -0.8365 -2.4834 0.5441 0.03 -0.10 0.59
O -0.3610 -2.1105 -0.5058 0.05 0.24 -0.33
N -1.6684 -3.5316 0.6689 -0.20 -0.27 0.04
C -2.1317 -4.3181 -0.4606 -0.18 -0.07 0.07
C -3.5897 -3.9932 -0.7936 0.25 0.04 -0.33
C -4.0620 -4.8334 -1.9766 -0.21 -0.09 0.25
C -3.9035 -6.3204 -1.6764 0.17 0.06 -0.28
C -2.4496 -6.6423 -1.3456 -0.22 -0.09 0.27
C -1.9739 -5.8078 -0.1598 0.19 0.10 -0.34
C -1.5165 -0.5842 2.0015 0.01 0.12 -0.41
C -2.8990 -0.4554 1.4035 -0.03 -0.10 0.27
C -3.4344 0.5797 2.0410 -0.03 -0.23 0.13
C -2.4009 1.0173 3.0574 -0.22 0.58 -0.11
O -1.7412 -0.2055 3.3551 0.46 -0.19 0.13
C -1.5641 5.4198 -0.3075 -0.14 -0.13 0.14
C -1.3951 6.4927 -1.1643 0.25 0.01 -0.08
H 0.4911 7.6296 -3.5858 0.01 0.05 -0.09
H -0.9313 8.4142 -2.8857 -0.03 0.07 -0.05
H 0.6697 8.6908 -2.1933 0.02 0.10 -0.04
H 1.8812 6.1527 -1.8613 0.11 0.00 -0.04
H 1.6039 4.2415 -0.3427 0.11 -0.08 0.03
H 0.3064 3.0181 1.0110 -0.14 -0.03 0.09
H -0.5108 2.0718 3.0405 -0.03 0.00 -0.11
H -0.8795 0.7722 0.3722 0.06 -0.06 0.05
H 2.2435 -1.6240 3.2277 -0.06 -0.14 -0.07
H 1.6850 -2.9339 2.1610 -0.03 0.02 0.07
H 4.0137 -2.0239 1.6912 0.03 0.04 0.05
H 3.2483 -0.5104 1.2004 0.09 -0.05 0.07
H 1.8316 -2.0257 -0.4334 0.08 -0.08 0.06
H 3.0990 -3.2292 -0.1558 -0.09 -0.02 0.03
H 5.3494 -2.6440 -0.6914 0.01 0.03 0.07
H 5.4458 -0.9275 -0.2274 0.00 -0.04 0.04
H 5.5473 -2.0511 -3.0648 0.04 -0.10 -0.01
H 6.8925 -1.3386 -2.1671 0.02 -0.04 -0.04
H 5.8492 0.2904 -3.7787 0.03 0.07 0.00
H 5.7640 0.8323 -2.1003 0.06 0.05 0.01
H 3.6163 1.2444 -3.0963 0.01 -0.05 0.06
H 3.3826 -1.7144 -3.7649 -0.02 -0.13 -0.06
H 2.2425 -0.4351 -4.1624 -0.14 -0.01 -0.06
H 3.8186 -0.4775 -4.9576 0.02 -0.01 -0.14
H 2.1688 -0.1880 -1.6288 -0.04 0.04 0.05
H 3.5608 0.5326 -0.7895 -0.05 -0.02 0.03
H -0.6460 -2.4322 2.7264 -0.05 0.02 -0.09
H -2.0831 -3.7346 1.5654 0.13 0.07 0.05
H -1.4933 -4.0359 -1.3038 -0.08 -0.06 0.08
H -3.6805 -2.9318 -1.0324 -0.01 0.05 0.08
H -4.2147 -4.2014 0.0790 -0.03 0.02 0.09
H -5.1067 -4.6049 -2.1945 0.02 0.04 -0.09
H -3.4711 -4.5763 -2.8579 -0.01 0.04 -0.10
H -4.2269 -6.9086 -2.5367 -0.07 -0.05 0.03
H -4.5382 -6.5905 -0.8292 -0.07 -0.05 0.03
H -2.3450 -7.7034 -1.1128 0.07 -0.01 -0.06
H -1.8234 -6.4252 -2.2131 0.07 -0.04 -0.06
H -0.9275 -6.0278 0.0598 0.01 0.03 0.09
H -2.5672 -6.0597 0.7235 -0.02 -0.02 0.11
H -3.2680 -1.0266 0.5759 -0.17 -0.06 -0.29
H -4.3695 1.0763 1.8859 -0.22 0.11 -0.17
H -2.7645 1.5084 3.9541 0.02 -0.03 0.01
H -2.5277 5.2126 0.1264 -0.03 -0.02 0.02
H -2.2446 7.1210 -1.3903 -0.08 0.06 -0.03
```
Positions in Å, forces in eV/Å.

The strongest force on any atom comes out at 0.806 eV/A. Its SMILES is Cc1ccc(NC(=O)[C@@H]2[C@H]3C(=O)N(CCCN4CCC[C@@H](C)C4)[C@H](C(=O)NC4CCCCC4)[C@]34C=C[C@H]2O4)cc1. Its orbital gap is 8.503 eV.

Atom charges from the Mulliken analysis, given in e for atoms 1 to 6: -1.38, 0.81, -0.86, -0.56, 0.80, -0.01


No. 2
Entry from the OMol25 dataset: a structure of composition C36H68FInO11 (ωB97M-V/def2-TZVPD).

Geometry as XYZ:
```
117
Properties=species:S:1:pos:R:3:forces:R:3
In 0.1799 -30.7575 3.6615 0.12 -0.02 -0.43
C 3.4589 -27.9310 5.9000 0.37 -0.89 0.07
C 1.9989 -27.6558 6.1372 -0.25 -0.87 -0.30
O 1.0997 -28.5076 5.5096 -0.27 0.54 -0.02
H 3.6853 -27.7974 4.8421 0.26 -0.16 0.02
H 3.6212 -28.9571 6.2299 0.40 -0.07 -0.42
H 4.0591 -27.2811 6.5367 0.11 0.16 -0.15
H 1.9527 -26.5890 5.9181 -1.00 0.47 -0.35
H 1.8865 -27.7760 7.2147 -0.32 0.11 0.59
C -4.2999 -32.4181 5.9419 0.14 0.59 -0.05
C -2.9375 -32.1032 6.6282 -0.16 -0.62 -2.21
O -1.9143 -31.6103 5.7728 -0.90 0.31 1.55
H -4.1875 -33.1848 5.1753 0.18 0.20 -0.14
H -4.7516 -31.5217 5.5168 0.11 -0.04 -0.29
H -5.0380 -32.8143 6.6393 0.12 -0.03 0.39
H -2.7731 -33.0429 7.1553 1.08 -0.24 0.23
H -3.1240 -31.3681 7.4112 0.11 0.56 0.24
C 2.2788 -33.0596 -0.9079 0.59 -0.42 0.00
C 1.3985 -32.0485 -0.1716 0.55 0.10 0.97
O 1.4013 -32.2002 1.2158 -0.40 -0.43 -0.30
H 1.9012 -34.0805 -0.8492 0.11 -0.08 0.26
H 3.3145 -32.9946 -0.5743 -0.01 -0.28 0.30
H 2.3264 -32.8082 -1.9675 -0.28 0.18 -0.15
H 0.4406 -32.1785 -0.6751 -0.64 0.51 0.24
H 1.8860 -31.1092 -0.4328 -0.41 0.72 -0.20
F -3.0587 -25.2723 4.0458 1.35 0.96 0.51
C -1.9124 -24.5128 4.2492 0.29 1.51 -0.46
C -1.9738 -23.0969 4.2209 -1.33 -1.08 -0.26
C -0.8413 -22.3174 4.3190 1.64 -1.08 0.36
C 0.4060 -22.9620 4.5234 -0.41 -0.83 -1.08
C 0.5046 -24.3655 4.4787 -1.11 1.52 0.77
C -0.6809 -25.1044 4.3776 -0.04 -1.14 0.48
H -2.9708 -22.7004 4.0978 -0.01 0.42 -0.10
H -0.7769 -21.2450 4.2080 -0.69 0.08 0.15
H 1.3182 -22.3844 4.5496 0.00 0.16 0.19
H 1.4599 -24.8399 4.6486 -0.09 -0.16 -0.14
H -0.6874 -26.1742 4.5259 0.39 -0.37 -0.40
C -2.5830 -27.8088 6.1695 -0.61 0.69 0.27
C -2.9256 -28.4000 4.8322 -0.27 -1.21 -0.08
O -2.0802 -28.7024 4.0182 -0.06 0.27 0.03
C -4.4048 -28.7796 4.6389 0.66 0.23 0.34
H -3.4914 -27.4519 6.6548 -0.10 0.02 0.03
H -1.9243 -26.9434 6.0973 0.31 -0.38 -0.03
H -2.1818 -28.5872 6.8186 0.27 -0.01 -0.23
H -4.5318 -29.6237 3.9610 0.17 0.21 -0.07
H -4.9664 -27.9053 4.3100 -0.01 0.06 -0.16
H -4.7922 -29.0340 5.6254 -0.13 -0.13 -0.03
C 5.3687 -29.2286 2.1069 0.00 0.00 0.04
C 4.4542 -30.4156 2.3588 -1.05 -1.01 -1.48
O 3.3569 -30.2480 2.8665 1.67 -0.33 -0.30
C 4.9348 -31.8259 1.7797 -0.04 1.09 1.54
H 5.1219 -28.4901 2.8697 0.40 0.08 -0.03
H 5.1896 -28.7734 1.1328 -0.63 -0.11 -0.14
H 6.4295 -29.4611 2.0132 0.04 -0.20 0.64
H 5.3089 -31.8280 0.7559 -0.48 0.36 -0.14
H 4.2064 -32.6095 1.9880 -0.23 0.30 -0.37
H 5.8247 -32.0741 2.3582 0.22 -0.05 0.22
C 1.2559 -35.5589 3.0347 0.27 -0.42 0.39
C 0.9547 -34.7188 4.2208 -0.48 0.11 1.31
O 0.2747 -33.7296 4.1091 -0.04 0.42 0.14
C 1.4884 -35.1970 5.6117 -0.81 0.77 -1.37
H 1.3215 -34.8958 2.1721 0.31 -0.26 -0.12
H 0.4517 -36.2833 2.9053 -0.23 0.06 -0.08
H 2.1229 -36.1622 3.3038 0.35 0.08 -0.71
H 1.1887 -36.2386 5.7279 0.40 -0.10 0.13
H 1.0373 -34.5875 6.3947 0.11 0.00 -0.10
H 2.5674 -35.0485 5.5695 0.08 -0.36 0.28
C -2.1218 -33.3569 0.4681 0.07 0.48 -0.60
C -2.3864 -33.3106 1.9193 -1.00 2.83 1.05
O -2.3702 -32.2129 2.5069 0.16 -2.66 -0.49
C -2.8897 -34.5875 2.5352 -0.24 0.94 1.02
H -2.2506 -32.3613 0.0437 0.28 0.08 0.17
H -2.8605 -33.9953 -0.0165 0.47 -0.44 -0.13
H -1.0775 -33.6485 0.3562 -0.02 -0.34 -0.44
H -3.2818 -34.3257 3.5180 0.39 -0.18 0.21
H -2.0757 -35.3072 2.6228 -0.29 -0.27 -0.20
H -3.7728 -34.9099 1.9837 0.39 -0.48 -0.36
C 1.7635 -26.3798 2.1252 -0.14 0.20 -0.72
C 1.5703 -27.5681 1.2194 0.37 -0.93 0.51
O 1.0749 -28.5669 1.6941 -0.10 -0.06 -0.51
C 2.0799 -27.5265 -0.2205 -0.51 0.64 0.87
H 2.2405 -26.6557 3.0656 -0.01 -0.21 -0.12
H 0.7481 -26.0583 2.3567 0.10 0.32 0.09
H 2.3180 -25.5947 1.6111 -0.08 0.21 0.23
H 1.9594 -28.4991 -0.6975 0.35 0.15 0.06
H 3.0817 -27.1027 -0.1512 0.36 -0.54 -0.29
H 1.5494 -26.7536 -0.7766 -0.33 -0.03 -0.09
C -0.1347 -28.2484 10.0845 0.33 0.51 2.14
C 0.4833 -29.5704 9.7535 -1.36 1.16 -2.98
O 1.3079 -30.0960 10.4201 1.34 -0.96 1.38
C 0.0038 -30.1414 8.4337 -0.63 -0.19 0.06
H -0.1029 -27.4514 9.3416 -0.11 -0.45 -0.24
H 0.3981 -27.9260 10.9792 0.29 0.43 -0.05
H -1.1280 -28.3804 10.5135 -0.43 -0.11 -0.63
H -0.7385 -30.8957 8.6950 0.30 -0.67 -0.06
H 0.8066 -30.5285 7.8062 -0.21 -0.22 0.17
H -0.6161 -29.4740 7.8351 0.50 0.43 0.05
C 3.6853 -31.4412 7.1880 -0.62 0.76 1.23
C 3.4577 -32.0389 5.8771 -2.09 0.82 -2.84
O 2.4329 -31.7765 5.2204 1.72 -0.97 1.22
C 4.5917 -32.8292 5.2676 -0.39 -0.81 -0.08
H 3.6831 -32.2204 7.9502 0.75 0.04 0.16
H 2.8842 -30.7671 7.4913 -0.24 -0.16 -0.36
H 4.5564 -30.7877 7.1406 0.49 -0.55 0.37
H 5.4857 -32.2061 5.2459 0.07 -0.13 -0.07
H 4.3469 -33.2515 4.2930 -0.13 0.69 -0.22
H 4.7942 -33.7421 5.8278 0.26 0.21 0.63
C -2.1039 -27.5737 1.0276 0.35 0.29 0.58
C -1.8763 -28.9645 0.5631 1.36 -3.01 0.32
O -1.4566 -29.8748 1.2948 -0.74 1.95 -1.35
C -2.1421 -29.3094 -0.9261 -0.33 1.27 0.63
H -1.6988 -27.4426 2.0310 -0.37 -0.23 0.09
H -3.1813 -27.4106 1.0014 -0.05 0.32 0.08
H -1.5978 -26.8243 0.4191 -0.20 -0.12 -0.47
H -2.4047 -28.3809 -1.4330 0.13 0.08 -0.24
H -3.0270 -29.9348 -1.0450 0.26 -0.38 0.20
H -1.2533 -29.7262 -1.3996 -0.13 -0.23 0.21
```
Positions in Å, forces in eV/Å.

The strongest force on any atom comes out at 3.620 eV/A. Its orbital gap is 3.346 eV.

Atom charges from the Mulliken analysis, given in e for atoms 1 to 6: 2.86, -0.52, -0.03, -0.15, -0.09, -0.26